# 1
This record from the Open Molecules 2025 dataset describes C12H41FO10Si2 as an isolated structure at a distorted geometry. The level of theory is the ωB97M-V functional and the def2-TZVPD basis.

The calculation puts the total energy at -52049.0864 eV. For the LUMO energy, the calculation gives -0.73 eV. Its molecular weight is 420.62 Da. Its charge is 0.

```
66
Properties=species:S:1:pos:R:3:nbo_charge:R:1
C 3.2587 1.2732 1.7755 -0.33
C 3.2370 -0.2182 2.0087 -0.74
Si 2.7935 -1.5212 0.6475 1.63
C 4.4013 -2.6297 0.4359 -0.97
C 4.7331 -3.1841 1.9708 0.85
O 3.8708 -3.9752 2.6656 -0.53
F 6.0131 -2.7470 2.6073 -0.40
O 1.5100 -2.6400 1.1013 -1.18
Si 0.1304 -1.8148 1.8117 1.15
H 2.5717 2.0468 2.3229 0.21
H 4.0376 1.6874 0.9919 0.21
H 3.5320 -0.5866 3.0811 0.25
H 2.5445 -0.7760 -0.5804 -0.19
H 5.2975 -2.0370 -0.0277 0.27
H 4.0600 -3.5673 -0.1896 0.29
H -0.8813 -1.6584 0.7514 -0.15
H 0.4885 -0.5695 2.4765 -0.17
H -0.4705 -2.7158 2.8232 -0.19
C -3.9679 -2.9140 0.1364 -0.24
O -2.8679 -2.0604 -0.1196 -0.74
H -3.7252 -3.5627 0.9813 0.18
H -4.8471 -2.3132 0.3818 0.16
H -4.1673 -3.5275 -0.7457 0.16
H -3.1124 -1.4972 -0.8735 0.49
C 6.4691 0.1895 4.8017 -0.25
O 5.9247 -1.0372 5.2525 -0.73
H 6.5107 0.8891 5.6398 0.18
H 7.4789 0.0223 4.4189 0.16
H 5.8337 0.6040 4.0151 0.16
H 5.9002 -1.6373 4.4879 0.47
C -4.4508 1.2790 -2.3426 -0.25
O -4.2099 -0.0997 -2.1296 -0.75
H -4.1458 1.8346 -1.4527 0.19
H -3.8693 1.6230 -3.2014 0.18
H -5.5166 1.4401 -2.5226 0.17
H -4.4900 -0.5667 -2.9351 0.47
C -7.8255 -0.1607 -3.2456 -0.25
O -7.2917 0.4940 -4.3817 -0.73
H -7.1537 -0.0062 -2.3981 0.19
H -8.8073 0.2576 -3.0106 0.17
H -7.9128 -1.2311 -3.4482 0.16
H -7.9088 0.3394 -5.1170 0.47
C 9.3018 -2.1270 1.6886 -0.24
O 8.5396 -2.5873 0.5879 -0.73
H 10.3532 -2.0764 1.3964 0.18
H 8.9584 -1.1313 1.9798 0.16
H 9.1913 -2.8212 2.5253 0.17
H 7.6119 -2.6218 0.8770 0.47
C -3.2807 1.4994 -6.1874 -0.24
O -3.4020 2.6200 -5.3308 -0.74
H -3.2664 0.5897 -5.5825 0.18
H -4.1335 1.4672 -6.8698 0.17
H -2.3492 1.5720 -6.7543 0.17
H -3.4119 3.4116 -5.8954 0.47
C -1.7927 0.6882 4.8937 -0.25
O -0.9229 1.0148 3.8256 -0.72
H -2.5365 -0.0293 4.5395 0.19
H -1.2184 0.2418 5.7091 0.16
H -2.2986 1.5919 5.2424 0.16
H -0.2745 1.6525 4.1697 0.46
C -2.8911 6.0711 -3.2476 -0.25
O -3.4354 4.8444 -2.7968 -0.73
H -2.8494 6.7707 -2.4095 0.18
H -1.8813 5.9039 -3.6304 0.16
H -3.5265 6.4856 -4.0342 0.16
H -3.4600 4.2443 -3.5615 0.47
```

***

# 2
This record from the Open Molecules 2025 dataset describes a 9-piece molecular cluster, C12H42N12O9 overall at a distorted geometry. The level of theory is the ωB97M-V functional and the def2-TZVPD basis.

The calculation puts the total energy at -49434.2258 eV. For the LUMO energy, the calculation gives -0.10 eV. Its molecular weight is 498.54 Da. Its charge is 0. Its energy relative to the best compared isomer or geometry (same formula, charge and spin) is 605.2 kJ/mol.

```
75
Properties=species:S:1:pos:R:3:lowdin_charge:R:1
C 13.0978 -3.6224 15.5182 -0.76
O 12.2903 -2.9973 14.8635 0.03
N 14.4493 -3.4549 15.3819 0.14
N 12.7411 -4.4119 16.4737 0.16
H 14.8529 -2.6658 14.8976 0.11
H 15.0781 -4.0216 15.9329 0.09
H 13.5514 -4.7430 16.9774 0.10
H 11.8071 -4.2919 16.8390 0.13
C 13.2994 -14.2581 13.4508 -0.85
O 12.8192 -15.0475 12.6770 0.05
N 13.5328 -14.6104 14.6466 0.16
N 13.7631 -13.0788 13.2439 0.17
H 13.8422 -13.8384 15.2196 0.11
H 13.0498 -15.4117 15.0271 0.13
H 13.7887 -12.6713 12.3202 0.13
H 14.4318 -12.7096 13.9047 0.11
C 11.3757 -16.1821 21.7416 -0.78
O 12.4967 -15.9127 21.3048 0.01
N 11.0560 -16.3973 22.9921 0.16
N 10.3825 -16.4852 20.9628 0.15
H 10.0758 -16.4189 23.2347 0.11
H 11.7725 -16.3127 23.6989 0.12
H 10.6549 -16.5616 19.9933 0.12
H 9.5448 -16.9573 21.2718 0.11
C 8.9852 -8.6522 24.7349 -0.76
O 8.2607 -9.6007 24.5551 0.05
N 9.9284 -8.4406 25.6754 0.14
N 8.8835 -7.5260 24.0956 0.14
H 9.9337 -9.1039 26.4370 0.11
H 10.4218 -7.5598 25.7050 0.10
H 9.4308 -6.6914 24.2504 0.11
H 8.2191 -7.5297 23.3349 0.12
C 9.4877 -8.7774 12.1344 -0.70
O 9.9410 -8.0293 11.2439 0.01
N 9.3365 -8.5026 13.4210 0.14
N 8.8778 -9.9555 11.9579 0.13
H 9.4545 -7.5729 13.7979 0.12
H 8.9006 -9.2051 14.0012 0.10
H 8.6035 -10.2518 11.0321 0.11
H 8.6261 -10.5572 12.7292 0.10
C 15.7388 -11.1369 23.0960 -0.81
O 16.3440 -10.3962 23.8554 0.03
N 15.9538 -12.4315 23.0257 0.15
N 15.0192 -10.7814 22.1086 0.16
H 16.7807 -12.7263 23.5250 0.12
H 15.4083 -13.0180 22.4104 0.11
H 14.5359 -11.5183 21.6150 0.11
H 14.7424 -9.8102 22.0941 0.13
C 4.1287 -7.9041 18.7775 -0.08
C 4.6256 -8.1059 20.2561 -0.39
O 5.1311 -6.9502 20.6050 -0.05
H 3.4277 -7.0788 18.6527 0.07
H 3.6708 -8.8538 18.5009 0.06
H 4.9076 -7.7284 18.0355 0.07
H 5.4468 -8.8218 20.2208 0.11
H 3.8800 -8.5248 20.9319 0.11
H 4.5774 -6.2823 20.1940 0.09
C 10.3198 -10.2274 18.0495 -0.08
C 9.3996 -11.4718 17.8417 -0.29
O 8.4420 -11.2015 16.8253 -0.11
H 9.8653 -9.3717 18.5489 0.06
H 10.7374 -9.8071 17.1346 0.07
H 11.1273 -10.5564 18.7035 0.06
H 8.8522 -11.7956 18.7270 0.11
H 9.9723 -12.2742 17.3769 0.10
H 7.5546 -11.5026 17.0337 0.07
C 5.0354 -15.2547 22.8953 -0.09
C 5.3578 -16.5550 23.5577 -0.33
O 6.2004 -17.4317 22.7678 -0.09
H 5.9327 -14.8708 22.4101 0.08
H 4.7552 -14.5533 23.6812 0.08
H 4.1020 -15.3846 22.3476 0.08
H 4.4032 -17.0018 23.8358 0.11
H 5.9102 -16.4136 24.4867 0.10
H 6.5656 -18.0762 23.3783 0.07
```

***

# 3
This record from the Open Molecules 2025 dataset describes a 8-piece molecular cluster, C12H42N2O8 overall at a distorted geometry. The level of theory is the ωB97M-V functional and the def2-TZVPD basis.

The calculation puts the total energy at -32481.9578 eV. For the LUMO energy, the calculation gives 0.17 eV. Its molecular weight is 342.47 Da. Its charge is 0. Its energy relative to the best compared isomer or geometry (same formula, charge and spin) is 258.5 kJ/mol.

```
64
Properties=species:S:1:pos:R:3:nbo_charge:R:1
O 1.4187 -0.4215 -1.0215 -0.84
H 0.8222 -1.2569 -0.9848 0.56
H 2.1215 -0.5665 -1.7215 0.54
H 0.9169 0.3859 -1.3503 0.57
O -1.5896 -1.3347 -2.8177 -0.85
H -1.2423 -2.0776 -2.1772 0.55
H -1.3029 -0.4342 -2.4067 0.55
H -1.1562 -1.4279 -3.6818 0.52
C -0.6005 3.3218 -2.7006 -0.63
C -1.4413 2.0279 -2.6090 -0.04
O -0.7493 0.9710 -2.0411 -1.00
H -1.0438 4.1267 -3.2878 0.21
H 0.4047 3.1322 -3.0943 0.19
H -0.4432 3.6890 -1.6798 0.18
H -1.7221 1.8540 -3.6583 0.13
H -2.2414 2.3608 -1.9325 0.14
C 1.1992 -4.3951 -0.2018 -0.64
C -0.1856 -3.8469 -0.5182 -0.04
O -0.1903 -2.5941 -1.1479 -1.00
H 1.8821 -4.4238 -1.0554 0.19
H 1.0967 -5.4371 0.1230 0.21
H 1.6854 -3.8787 0.6283 0.21
H -0.7172 -3.8005 0.4438 0.15
H -0.6654 -4.5690 -1.1978 0.13
C -3.2112 0.3221 0.5244 -0.63
C -2.1576 0.2043 1.6305 -0.07
C -2.5364 -0.7609 2.7718 -0.07
O -3.6352 -0.2376 3.5092 -0.54
C -4.8146 -1.0282 3.3881 -0.25
N -0.9052 -0.2164 0.9556 -0.86
H -3.1224 -0.3755 -0.3064 0.20
H -3.1783 1.3162 0.0701 0.21
H -4.2303 0.2076 0.9164 0.20
H -2.0441 1.1050 2.2402 0.19
H -1.6960 -0.7076 3.4761 0.18
H -2.5730 -1.8225 2.5045 0.16
H -5.3250 -0.6635 2.4895 0.17
H -5.4334 -0.8215 4.2611 0.19
H -4.7085 -2.1113 3.2975 0.17
H -0.9132 0.2152 0.0320 0.38
H -0.9835 -1.2146 0.7709 0.36
C 0.4783 2.8415 1.6862 -0.62
C 1.8063 3.0270 0.9729 -0.06
C 3.0788 2.7481 1.7328 -0.06
O 3.2347 1.3848 2.0776 -0.53
C 4.3223 1.2075 2.9295 -0.24
N 1.8495 2.2936 -0.2985 -0.86
H 0.4145 1.8746 2.1869 0.24
H -0.2807 2.8175 0.9001 0.21
H 0.3077 3.6355 2.4101 0.21
H 1.9056 4.0980 0.7177 0.16
H 3.2938 3.4129 2.5810 0.17
H 3.9115 2.9906 1.0438 0.15
H 4.1822 1.7357 3.8797 0.16
H 5.2841 1.5705 2.5440 0.15
H 4.4805 0.1560 3.1588 0.19
H 1.0026 2.4939 -0.8190 0.37
H 2.6607 2.5312 -0.8535 0.35
O 1.1904 -3.3591 -3.7484 -1.00
H 0.8991 -4.2573 -3.9363 0.48
H 0.9053 -3.1898 -2.8276 0.50
O 3.2462 -1.3522 -2.6921 -0.97
H 4.1846 -1.5664 -2.7001 0.50
H 2.8539 -1.9098 -3.3862 0.51
```

***

# 4
This record from the Open Molecules 2025 dataset describes a 9-piece molecular cluster, C12H42O12 overall at a distorted geometry. The level of theory is the ωB97M-V functional and the def2-TZVPD basis.

The calculation puts the total energy at -37690.2625 eV. For the LUMO energy, the calculation gives 0.32 eV. Its molecular weight is 378.46 Da. Its charge is 0. Its energy relative to the best compared isomer or geometry (same formula, charge and spin) is 287.5 kJ/mol.

```
66
Properties=species:S:1:pos:R:3:nbo_charge:R:1
C -1.9035 -2.5137 3.3513 -0.10
C -2.6442 -2.7550 4.6388 -0.09
O -3.9216 -3.3453 4.4982 -0.72
O -1.4141 -3.7231 2.7817 -0.76
H -1.1065 -1.7703 3.3702 0.17
H -2.5862 -2.0245 2.6566 0.18
H -2.9785 -1.7921 5.0252 0.17
H -2.1662 -3.4377 5.3413 0.17
H -3.9273 -3.9639 5.2322 0.46
H -1.7016 -3.7158 1.8658 0.49
C 0.3031 0.4165 -0.1590 -0.08
C -0.7018 -0.6538 0.3412 -0.10
O -1.8714 -0.5981 -0.3930 -0.76
O -0.2367 1.6990 -0.0746 -0.78
H 0.6021 0.2816 -1.1985 0.15
H 1.2309 0.2852 0.3979 0.17
H -0.8203 -0.4950 1.4131 0.18
H -0.2953 -1.6597 0.2354 0.18
H -1.8691 0.2597 -0.8240 0.51
H 0.0893 2.2025 -0.8242 0.50
C 5.1613 2.4430 0.6498 -0.09
C 3.7210 2.9972 0.5007 -0.09
O 3.4974 3.3882 -0.8453 -0.74
O 6.1046 3.4565 0.3745 -0.72
H 5.2840 1.6339 -0.0702 0.19
H 5.2988 1.9469 1.6106 0.17
H 3.5741 3.8404 1.1757 0.16
H 2.9601 2.2581 0.7515 0.19
H 4.0481 4.1659 -0.9615 0.48
H 6.1169 4.1176 1.0706 0.47
C 0.9829 2.4221 -3.0777 -0.27
O 0.6682 3.4126 -2.0450 -0.76
H 1.2238 1.4582 -2.6293 0.17
H 0.1690 2.2858 -3.7898 0.19
H 1.8379 2.7943 -3.6421 0.19
H 1.4830 3.5475 -1.5557 0.50
C -0.1791 -1.4794 -3.2535 -0.26
O -0.4506 -2.8761 -3.5644 -0.73
H 0.5524 -1.4930 -2.4455 0.18
H 0.2973 -0.8592 -4.0129 0.16
H -1.0806 -0.9266 -2.9893 0.18
H -1.0477 -3.0023 -4.3054 0.47
C -2.7345 3.1358 -1.8958 -0.25
O -3.1168 1.7346 -1.7959 -0.76
H -1.7633 3.2221 -2.3830 0.20
H -3.5157 3.6871 -2.4192 0.17
H -2.5885 3.4394 -0.8592 0.18
H -3.9429 1.6642 -1.3120 0.47
C 4.1283 -2.4502 -0.1565 -0.24
O 3.1097 -1.7310 -0.7135 -0.73
H 4.7638 -3.0797 -0.7795 0.17
H 4.7810 -1.7403 0.3516 0.15
H 3.6443 -3.0510 0.6134 0.18
H 3.2061 -1.6260 -1.6628 0.47
C -3.0514 2.0064 1.8268 -0.25
O -1.7937 1.7348 2.3413 -0.73
H -3.1756 1.9125 0.7480 0.15
H -3.7443 1.3286 2.3252 0.17
H -3.3714 3.0209 2.0645 0.15
H -1.2488 1.9290 1.5752 0.49
C -1.8476 -4.2196 -0.5291 -0.25
O -2.3797 -3.2667 0.3734 -0.76
H -2.3639 -4.0640 -1.4764 0.17
H -0.7715 -4.2314 -0.7019 0.17
H -2.1435 -5.1908 -0.1323 0.18
H -2.3842 -2.3929 -0.0241 0.51
```